{"formula": "C38H103N21O13", "method": "wB97M-V/def2-TZVPD", "symbols": ["H", "N", "H", "H", "C", "H", "O", "C", "H", "H", "H", "N", "C", "H", "H", "C", "H", "H", "H", "O", "C", "H", "H", "H", "O", "H", "C", "H", "H", "O", "H", "H", "H", "N", "C", "O", "H", "H", "H", "C", "C", "H", "H", "N", "H", "C", "H", "H", "C", "H", "H", "C", "H", "N", "H", "C", "H", "H", "C", "H", "C", "H", "C", "N", "H", "H", "H", "H", "N", "C", "H", "H", "H", "H", "H", "C", "H", "H", "C", "C", "N", "H", "H", "H", "N", "C", "H", "H", "H", "C", "N", "H", "C", "H", "H", "N", "N", "H", "H", "O", "H", "N", "C", "H", "C", "H", "H", "C", "H", "N", "O", "C", "H", "H", "C", "N", "H", "O", "N", "H", "C", "O", "H", "N", "H", "C", "H", "H", "H", "C", "N", "H", "H", "C", "H", "H", "H", "H", "O", "H", "O", "N", "H", "H", "H", "O", "H", "H", "H", "H", "C", "H", "C", "N", "C", "H", "O", "C", "H", "H", "H", "C", "N", "H", "C", "H", "H", "H", "H", "H", "H", "H", "H", "H", "H"], "coordinates": [[4.7041, 1.7591, 0.8738], [5.7585, 2.1677, -3.4977], [7.5619, 4.4882, -2.8027], [0.6514, 3.0994, -0.4223], [-2.2178, -2.8300, -1.0546], [-6.2382, -1.0878, -0.5575], [0.0182, 2.6199, -0.9614], [4.5776, 4.0799, -0.3220], [-5.0471, -2.6851, -4.8189], [6.0950, 2.7539, 1.2395], [3.0456, 1.6039, -1.0192], [-2.4217, 2.8212, -3.5060], [-5.8295, -3.0335, -4.1446], [-5.7295, 0.2866, -1.4817], [0.2337, -5.5368, -0.7937], [-5.9238, -1.3293, -2.6674], [1.7391, -2.4499, -0.1864], [-5.3832, -2.9145, 0.2341], [7.4703, 1.4591, -0.5851], [-6.2820, -2.1669, 5.4915], [2.7418, 3.8708, 7.5499], [2.4011, 3.6308, 8.5571], [2.1013, 3.9099, -4.4358], [-8.0990, -2.3646, 6.5090], [2.1738, 3.2138, 6.4566], [5.1398, -0.4497, 0.0137], [5.6063, 2.1931, 0.4428], [3.5572, 3.7592, -0.1121], [-3.8486, -3.1949, 0.9490], [4.1020, 1.1781, 4.1220], [2.1859, -7.7849, 0.7070], [0.6591, -1.4439, -2.0444], [2.3674, 4.8795, 7.3754], [0.4328, 1.3111, -0.7875], [0.6020, -0.7897, 0.6158], [6.7055, 3.4313, -5.0796], [-3.5724, -1.3835, 5.4168], [6.3781, 0.2810, 1.8706], [-7.7441, -3.8034, -2.3736], [5.8396, -0.0506, -0.7204], [6.6040, 1.1076, -0.0247], [-6.8341, -2.7705, -4.4760], [-1.2578, -0.7004, -5.6961], [4.7114, 3.2030, 4.0958], [2.5269, -0.5893, 3.8735], [-6.7749, -3.6963, -1.8865], [1.2160, -0.1544, 4.8506], [-6.0674, -1.1100, 3.6487], [1.5055, -0.8634, -1.6773], [6.6513, -0.6881, -1.0710], [3.8266, 3.8634, 7.6566], [1.2674, 0.6705, -1.8068], [0.7040, 4.4238, 5.7103], [7.1484, 0.3978, 1.2278], [-0.7932, 0.7920, 2.4051], [-4.1074, -1.1544, -1.0831], [-0.3596, -1.2391, 0.3682], [-1.7992, -3.8361, -1.0316], [-5.5184, -0.7691, -1.3114], [7.7176, 1.0183, 1.7855], [0.4674, 0.7641, -3.1061], [-1.1621, 2.1325, 1.4729], [1.7710, -1.3611, -0.2264], [-0.8837, -3.5771, -3.8593], [1.0143, -7.5472, -0.5036], [0.6560, 1.7007, -3.6309], [-1.7709, 2.9303, 5.6719], [0.5924, -4.3095, 0.4130], [-2.9825, 1.9730, -1.5246], [2.5463, 1.5088, -1.9834], [5.3709, 3.9652, 4.1601], [-5.7644, -0.2240, 5.0852], [3.5384, 3.4468, -8.0276], [-1.6486, 0.5268, 0.8686], [-1.8503, -2.3452, -1.9591], [1.6031, 1.5248, 1.3255], [4.4088, 4.7879, -1.1334], [-0.5863, 0.5119, -2.9870], [0.1758, 2.4590, 5.1764], [-7.6550, -1.8054, 5.6854], [2.7381, 3.5018, -5.1051], [3.2159, 2.6119, -5.1090], [-7.8035, -0.7391, 5.8561], [-5.3835, -0.7083, -3.3819], [0.1590, -2.0239, 5.1171], [-3.3274, 2.2904, -2.7618], [0.7661, 2.6077, 4.2722], [1.4509, 0.9193, -6.8576], [-8.3808, -2.2633, 5.0133], [-0.8565, 1.0925, 1.3592], [0.7878, -5.2015, -0.0187], [-4.0469, -0.3852, 2.5867], [1.5314, -6.0270, 0.6917], [2.4292, -1.1828, -2.1597], [3.9661, 3.1960, 3.4141], [-2.5725, -3.0769, -5.0520], [0.4950, 1.1514, 5.6098], [-3.4459, -0.5984, -1.7475], [-1.4674, -3.4989, -3.0388], [-4.5143, 2.0725, -3.0897], [2.3790, 2.5023, -2.3993], [7.0176, 3.6377, -2.8264], [0.4291, 0.8237, 0.6023], [0.4701, -0.7165, -5.8073], [-5.6443, -1.2150, 4.6477], [-3.1455, -3.1364, -5.8816], [0.6276, 2.2913, -7.6695], [1.0933, -2.0042, 4.2333], [1.3717, 1.4867, 5.9829], [-3.8453, -2.6591, 3.9009], [2.0665, -5.5927, 1.6502], [4.8620, 2.0341, 4.5002], [5.6770, 2.1866, -2.4912], [6.1504, 0.8214, 5.3269], [-5.6896, -2.8753, -2.7175], [-0.4015, -0.2237, -5.9402], [-2.5657, 2.9138, -4.5014], [1.4549, -2.8313, 3.4531], [1.7335, -7.1389, 0.0761], [-0.5920, -2.6992, 5.1160], [2.7021, 3.9287, -6.2802], [-0.7589, -3.9567, -6.0909], [-4.3118, -4.8963, -1.8736], [6.0038, 1.7627, 4.9914], [2.5874, 1.2600, 0.9393], [-4.1353, -1.3548, 4.4839], [-7.0959, -3.4084, -0.8854], [-1.5351, 2.9693, -3.0455], [-4.2467, -3.3759, 4.4884], [-4.4202, -3.3872, 0.0410], [3.3405, 3.1573, -7.0804], [1.7693, 1.2744, 2.3733], [6.7877, 3.2081, -1.9417], [0.7280, 3.4692, 6.2359], [0.7969, -1.1165, 1.6373], [0.2157, 3.4730, 7.1980], [-3.9076, 0.7096, 3.8449], [-4.5445, -4.4595, -0.1103], [-3.9284, -4.4851, -2.6518], [3.6218, 2.2114, -6.8655], [2.2865, 5.0201, -6.6003], [1.6577, -0.8768, 4.3000], [3.2644, 1.1239, -2.7074], [0.0945, -3.7541, -3.6804], [-3.0569, -2.7257, -4.2383], [5.1526, 2.8384, -0.6870], [4.9033, 4.6533, 0.5458], [2.7306, -1.1626, 0.2509], [-1.6544, 1.5188, 4.5992], [-1.5456, 3.2426, 4.0832], [6.5478, 3.1237, -3.8947], [0.2676, -1.3204, 5.8336], [-3.7401, -2.7144, -1.1750], [-4.2692, -3.1540, -2.4461], [-1.3538, -3.5557, -5.0702], [-6.3980, -4.7033, -1.7078], [-1.6385, 1.1955, -6.9736], [-1.2397, 2.5019, 4.8220], [0.8822, 0.1531, -3.9078], [-4.4167, -2.6674, 3.0681], [-3.9636, -0.8467, -0.0474], [-3.5634, -0.2841, 3.5583], [0.6277, 1.4360, -7.1324], [5.0517, 1.6485, -3.9986], [-0.4993, 0.7975, -6.7063], [-0.1064, 0.9300, 6.3904], [-2.4924, -0.4698, 3.4769], [-1.9811, -2.2803, -0.1436], [-2.0057, 1.9439, -1.2694], [-3.7337, 1.3563, -1.2498], [-5.7367, -4.1165, -4.2262], [6.5181, 2.5785, 5.2915], [-6.9874, -1.0999, -2.7321], [5.3340, 0.2741, -1.6298], [1.4857, 2.6030, 1.2172]], "de_lowest_kcal_mol": 234.4, "gap_ha": 0.3007}

***

{"formula": "C2H2Cl3NO2", "method": "wB97M-V/def2-TZVPD", "symbols": ["O", "C", "Cl", "Cl", "Cl", "H", "H", "O", "C", "N"], "coordinates": [[2.1917, -0.4197, -1.2523], [0.3023, -0.0053, -0.1656], [-4.0127, 2.0567, 0.3467], [-2.5465, 1.2471, -0.7467], [0.6384, 0.3085, 2.8190], [-0.6364, 0.2928, -0.4449], [1.7362, -0.8224, 0.9231], [0.5393, -1.7680, -1.4794], [0.7764, -0.1913, 1.1085], [1.0112, -0.6985, -1.1086]], "smiles": "O=[N+]([O-])/C=C/Cl.ClCl", "de_lowest_kcal_mol": 144.0, "gap_ha": 0.3246}

***

{"formula": "CHHgMgO3", "method": "wB97M-V/def2-TZVPD", "symbols": ["O", "Mg", "O", "Hg", "O", "C", "H"], "coordinates": [[1.0842, -0.6177, 0.2352], [-1.5651, 0.6868, 0.9495], [-1.3068, -0.8114, -0.9930], [0.4485, 2.1962, 0.5120], [0.7357, -0.0037, 1.2038], [-0.2238, -1.2782, -1.0544], [0.8273, -0.1720, -0.8531]], "multiplicity": 2, "gap_ha": [0.2824, 0.2479], "total_charge": 2}

***

{"formula": "C6H12BrHgNO4S", "method": "wB97M-V/def2-TZVPD", "symbols": ["C", "H", "H", "H", "H", "H", "H", "H", "C", "O", "H", "S", "H", "C", "O", "N", "O", "C", "O", "H", "H", "C", "H", "C", "Br", "Hg"], "coordinates": [[2.4475, -0.4371, 1.5890], [-0.3907, 1.2386, 0.5531], [1.6919, -2.3454, 0.7469], [-1.8374, -2.4134, 0.4694], [2.6175, -0.8210, 2.6813], [-0.1097, -2.2455, 1.7225], [-1.4658, 3.3461, -0.5337], [-0.7008, -1.8808, -0.9375], [-2.1314, -0.2374, -0.1460], [3.6701, -0.5770, 0.7303], [-3.2094, 2.6162, -0.5077], [3.2508, -0.7122, -0.9199], [-2.3904, -0.0907, -1.3006], [-1.5488, 1.1975, 0.3911], [3.4433, -2.1389, -1.5249], [-0.1003, -1.3275, 1.1840], [3.5207, 0.4912, -1.8757], [-2.0638, 2.3502, -0.7057], [1.5433, -0.5741, -0.6705], [-2.0894, 1.5020, 1.4103], [-3.1430, -0.4770, 0.4302], [-1.1343, -1.5231, 0.0975], [-1.8607, 2.0257, -1.8226], [1.3099, -1.2222, 0.6475], [2.2940, 1.5653, 1.7270], [-1.6129, 2.6905, -3.4353]], "gap_ha": 0.0975, "total_charge": 2}

***

{"formula": "C20H20BF4IMnN10OS2", "method": "wB97M-V/def2-TZVPD", "symbols": ["C", "C", "H", "H", "C", "H", "N", "H", "C", "N", "C", "C", "H", "H", "F", "I", "N", "C", "F", "C", "C", "S", "H", "N", "H", "Mn", "H", "H", "C", "N", "C", "N", "C", "O", "H", "C", "C", "H", "B", "H", "C", "C", "C", "N", "C", "H", "C", "H", "N", "F", "H", "H", "H", "C", "F", "N", "H", "N", "H", "S"], "coordinates": [[-2.3491, -2.4675, 3.0505], [5.1388, 0.2432, -0.3628], [-4.4344, 0.1769, 3.8637], [-3.4066, 1.8703, -4.0184], [-3.5328, -0.2798, 3.4568], [-0.1216, -0.7213, 2.4347], [0.5715, 1.5162, -0.6185], [-3.8557, 0.1645, -3.8707], [4.7374, -0.9418, -0.9325], [3.8426, 4.5932, 1.2536], [4.4570, 2.5249, 0.4821], [0.9641, 4.0178, 0.5444], [1.1334, 4.9905, 0.9877], [-1.4190, 1.9815, -0.7262], [0.2559, -3.9222, 0.5867], [-4.3147, 1.3952, -1.5858], [-2.2770, -2.2389, 0.6174], [2.8570, 0.9306, -0.4257], [0.9502, -2.5015, -1.0855], [3.4212, 3.4601, 0.7119], [3.3881, -1.1497, -1.2162], [2.7716, -1.4233, -5.4001], [-1.5983, -2.3070, 3.8257], [-1.7672, -1.9278, 1.8210], [-2.4483, -3.5417, 2.9030], [0.5262, -0.5437, -1.3753], [-1.1596, 4.2321, 0.2979], [6.1755, 0.4392, -0.1234], [4.1748, 1.2165, -0.1067], [-1.5814, -1.6179, -0.2508], [-0.4517, 2.3432, -0.4181], [1.2099, -0.5082, -3.2575], [1.8728, -0.9062, -4.1412], [-1.3848, 0.2897, -2.1556], [-2.6907, 0.0501, 4.0694], [-0.7430, -1.0991, 1.6439], [-1.8598, 0.5796, -3.2482], [3.0452, -2.0686, -1.6599], [1.3560, -3.1959, 0.1632], [-5.7565, -1.7769, 2.9055], [2.0371, 3.1533, 0.3528], [-0.2921, 3.6021, 0.1622], [-3.6670, -1.7985, 3.4307], [5.6501, 2.9654, 0.8532], [-3.3134, 0.9817, -3.3995], [-3.3891, 0.1180, 2.4493], [-4.8321, -2.2366, 2.5541], [-1.6390, 0.7221, -5.2655], [2.4590, -0.2331, -0.9444], [2.4483, -3.9777, -0.1684], [-3.8598, -2.1431, 4.4532], [5.4435, -1.7256, -1.1637], [-4.9655, -3.3186, 2.5740], [1.7834, 1.9138, -0.2210], [1.7118, -2.2562, 1.1289], [-0.6219, -0.8747, 0.3646], [-4.6845, -1.9449, 1.5139], [-1.1728, 0.5544, -4.3920], [-0.2294, 0.1727, -4.3671], [5.4364, 4.4493, 1.4446]], "multiplicity": 2, "de_lowest_kcal_mol": 0.0, "gap_ha": [0.2514, 0.2471]}